1.
{
  "formula": "C4H13N2O",
  "method": "ωB97M-V/def2-TZVPD",
  "relative_energy_kcal_mol": 166.34,
  "total_charge": 1,
  "multiplicity": 1,
  "gap_ha": 0.2107,
  "symbols": ["C", "C", "C", "N", "C", "N", "H", "H", "H", "H", "H", "H", "H", "H", "H", "H", "H", "H", "H", "O"],
  "xyz": [[-2.741447, -0.295804, -0.337404], [-1.730463, 0.274787, 0.644455], [-0.391072, -0.553965, 0.776244], [1.310366, 1.519074, -0.017225], [0.713941, 0.737657, -1.053975], [0.243672, -0.548162, -0.509969], [-2.397610, -0.129865, -1.361066], [-3.707105, 0.194771, -0.242279], [-2.889919, -1.368418, -0.205268], [-1.404178, 1.259377, 0.306279], [-2.165062, 0.427889, 1.631280], [0.156855, -0.045158, 1.569508], [-0.595286, -1.585918, 1.049373], [1.474760, 2.499893, -0.244782], [-0.135137, 1.222474, -1.553060], [1.488809, 0.563846, -1.807371], [1.307977, -1.020311, -0.140455], [2.119666, 0.983425, 0.270878], [2.704805, -1.939116, 0.127975], [2.273669, -1.157695, 0.534173]],
  "forces_ev_per_a": [[0.36, -0.26, -0.25], [-0.47, 0.97, -0.64], [-0.40, -0.36, -0.64], [-0.71, 0.13, -0.29], [0.66, 0.01, 0.99], [-1.08, 2.19, 0.55], [-0.09, -0.13, -0.03], [0.01, 0.08, 0.17], [-0.05, 0.04, 0.06], [-0.15, 0.10, 0.16], [0.34, -0.40, 0.20], [0.15, 0.13, -0.08], [0.10, -0.03, -0.02], [0.04, -0.50, 0.14], [-0.20, -0.15, -0.08], [-0.51, -0.65, -0.51], [3.80, -2.37, 1.39], [0.38, 0.60, 0.42], [-0.18, 0.31, 0.02], [-2.00, 0.30, -1.55]],
  "lowdin_charge": [-0.08, -0.17, -0.16, 0.08, -0.23, 0.14, 0.08, 0.09, 0.09, 0.10, 0.13, 0.15, 0.14, 0.12, 0.17, 0.16, 0.04, 0.08, 0.10, -0.02]
}

=====

2.
{
  "formula": "C16H22Br2NOP2Pt",
  "method": "ωB97M-V/def2-TZVPD",
  "relative_energy_kcal_mol": 0.00,
  "total_charge": 1,
  "s2": 2.046,
  "multiplicity": 3,
  "gap_ha": [0.2127, 0.2349],
  "symbols": ["Pt", "C", "C", "C", "C", "C", "C", "Br", "C", "C", "Br", "C", "O", "C", "N", "H", "H", "H", "H", "H", "H", "C", "P", "C", "C", "C", "P", "C", "C", "H", "H", "H", "H", "H", "H", "H", "H", "H", "H", "H", "H", "H", "H", "H", "H"],
  "xyz": [[-0.523128, 1.182241, 0.774588], [-2.070767, 0.567603, 3.654784], [-0.669469, 0.067897, 3.748407], [-0.226414, -0.601590, 4.896804], [1.061884, -1.053909, 4.984109], [1.941451, -0.806747, 3.917439], [3.322605, -1.196677, 3.909479], [4.034689, -2.143911, 5.351284], [4.159984, -0.892928, 2.850578], [3.684897, -0.191426, 1.761898], [4.810122, 0.238148, 0.348753], [2.310689, 0.246979, 1.688477], [1.885596, 0.929663, 0.750390], [1.432117, -0.124338, 2.806473], [0.145640, 0.274328, 2.711310], [-2.587324, 0.468952, 4.606668], [-2.610519, -0.002070, 2.898485], [-2.078775, 1.612176, 3.340439], [-0.919827, -0.755679, 5.711292], [1.406884, -1.579538, 5.862904], [5.194628, -1.204002, 2.880881], [-3.941015, -0.090772, 0.626759], [-2.415087, 0.432544, -0.217914], [-2.157522, -0.919465, -1.411774], [-3.030713, 1.807814, -1.272958], [-1.856267, 2.510302, -1.949727], [-0.575825, 2.889223, -0.691707], [-1.064087, 4.517181, -0.045285], [0.927251, 3.222373, -1.646229], [-4.737309, -0.240218, -0.104888], [-4.258959, 0.667504, 1.341944], [-3.779509, -1.029894, 1.156126], [-3.066546, -1.118679, -1.982372], [-1.864756, -1.823513, -0.878388], [-1.350003, -0.660774, -2.095874], [-3.562257, 2.500796, -0.614026], [-3.753964, 1.430578, -1.998596], [-2.167631, 3.415040, -2.474897], [-1.391567, 1.850556, -2.687674], [-1.129793, 5.252579, -0.849249], [-0.329536, 4.849680, 0.687247], [-2.029779, 4.443539, 0.454235], [0.744395, 3.984557, -2.405380], [1.267810, 2.304414, -2.123879], [1.712907, 3.564062, -0.973139]],
  "forces_ev_per_a": [[-0.05, 0.04, -0.03], [-0.01, 0.02, -0.02], [0.01, 0.01, -0.03], [0.01, -0.03, 0.02], [-0.03, 0.01, -0.03], [-0.01, -0.01, 0.04], [-0.03, 0.02, -0.03], [0.00, 0.00, 0.00], [0.05, -0.01, -0.01], [-0.01, -0.03, 0.05], [0.01, 0.00, -0.01], [0.06, 0.06, -0.13], [0.00, -0.02, -0.01], [-0.03, -0.03, 0.06], [-0.01, -0.03, 0.17], [0.00, 0.00, 0.00], [-0.01, -0.01, 0.01], [0.01, -0.01, 0.00], [0.00, 0.00, 0.01], [0.00, 0.00, 0.00], [0.00, 0.00, -0.01], [-0.01, 0.00, 0.01], [-0.02, -0.03, -0.05], [0.00, -0.01, 0.00], [0.01, 0.00, 0.05], [0.05, -0.01, -0.02], [-0.03, 0.07, 0.01], [0.00, 0.01, -0.02], [0.00, 0.00, 0.00], [0.00, 0.00, 0.00], [0.01, 0.00, 0.00], [0.01, 0.00, 0.00], [0.00, 0.00, 0.00], [0.00, 0.00, 0.00], [0.00, 0.01, 0.00], [0.00, -0.01, 0.00], [0.01, -0.01, -0.01], [0.00, 0.01, 0.01], [0.00, 0.00, 0.00], [0.00, 0.00, 0.00], [0.00, 0.00, 0.00], [0.00, -0.01, 0.00], [0.00, 0.00, 0.00], [0.00, -0.01, 0.00], [0.00, 0.00, 0.01]],
  "lowdin_charge": [0.65, -0.04, -0.29, 0.02, 0.00, -0.18, -0.59, 0.90, -0.16, -0.59, 0.89, -0.39, -0.08, -0.13, 0.02, 0.09, 0.05, 0.08, 0.13, 0.09, 0.11, -0.26, 0.63, -0.25, -0.40, -0.39, 0.63, -0.25, -0.24, 0.06, 0.04, 0.05, 0.05, 0.05, 0.04, 0.08, 0.09, 0.09, 0.08, 0.06, 0.05, 0.04, 0.06, 0.05, 0.05]
}

=====

3.
{
  "formula": "C16H20AuBN8",
  "method": "ωB97M-V/def2-TZVPD",
  "total_charge": 1,
  "s2": 0.758,
  "multiplicity": 2,
  "gap_ha": [0.2766, 0.2106],
  "symbols": ["Au", "C", "C", "C", "C", "N", "N", "B", "N", "C", "C", "C", "C", "N", "N", "C", "C", "C", "C", "N", "N", "C", "C", "C", "C", "N", "H", "H", "H", "H", "H", "H", "H", "H", "H", "H", "H", "H", "H", "H", "H", "H", "H", "H", "H", "H"],
  "xyz": [[-0.588499, 1.866368, -1.631847], [-1.048494, -0.294982, -4.815971], [-0.517904, -0.877901, -3.550102], [0.159566, -2.083823, -3.343002], [0.448526, -2.112360, -1.997952], [-0.047486, -1.001542, -1.420763], [-0.633927, -0.234749, -2.388637], [0.140477, -0.521808, 0.050956], [-1.158068, 0.200032, 0.579120], [-1.890686, -0.114894, 1.657396], [-2.834399, 0.874212, 1.860484], [-2.626737, 1.817199, 0.853886], [-3.331752, 3.094129, 0.554115], [-1.612039, 1.382268, 0.105359], [1.306009, 0.526357, 0.113569], [2.539129, 0.464595, 0.635207], [3.194212, 1.654560, 0.379721], [2.290051, 2.444815, -0.325903], [2.429681, 3.821300, -0.877540], [1.163924, 1.744504, -0.474154], [0.386467, -1.702460, 0.951316], [-0.277373, -2.894919, 0.958901], [-0.059689, -3.485069, 2.169906], [0.747144, -2.566094, 2.886690], [1.303693, -2.707195, 4.265803], [0.989953, -1.494063, 2.157084], [-1.147990, -1.064962, -5.577508], [-0.374806, 0.469728, -5.206421], [-2.027968, 0.156071, -4.656488], [0.400537, -2.834290, -4.075984], [0.972360, -2.849309, -1.413047], [-1.685286, -1.017147, 2.210603], [-3.576056, 0.918298, 2.638971], [-3.994254, 3.361392, 1.373310], [-3.936835, 3.003727, -0.349267], [-2.617987, 3.906998, 0.414264], [2.847998, -0.408588, 1.181780], [4.191704, 1.924608, 0.680161], [3.261349, 4.336904, -0.403604], [1.524324, 4.404062, -0.702507], [2.624229, 3.794986, -1.951034], [-0.865447, -3.224073, 0.118082], [-0.419915, -4.444081, 2.502585], [0.800825, -3.509516, 4.802287], [1.183189, -1.782261, 4.827673], [2.368250, -2.941026, 4.232505]],
  "forces_ev_per_a": [[0.04, -0.09, 0.01], [0.00, 0.00, 0.00], [0.05, -0.02, -0.02], [-0.02, 0.00, -0.06], [-0.02, 0.07, 0.09], [0.05, -0.02, -0.08], [-0.09, 0.01, 0.05], [-0.02, -0.08, 0.10], [-0.01, 0.08, 0.04], [0.02, -0.02, -0.03], [-0.04, -0.02, 0.03], [0.02, 0.04, -0.04], [-0.01, -0.01, 0.00], [0.03, -0.09, -0.02], [0.01, 0.02, 0.00], [-0.02, -0.01, 0.01], [0.06, 0.00, 0.02], [-0.03, 0.01, 0.00], [0.01, 0.00, 0.00], [-0.03, 0.05, -0.03], [-0.01, 0.09, -0.07], [0.01, 0.07, -0.04], [0.02, -0.04, 0.09], [-0.03, -0.04, -0.04], [0.00, 0.00, -0.01], [0.00, -0.02, 0.01], [0.00, 0.00, 0.01], [0.00, -0.01, 0.00], [0.01, 0.00, 0.01], [-0.01, 0.02, 0.00], [-0.01, -0.01, -0.01], [-0.02, 0.02, 0.01], [0.01, 0.00, -0.01], [0.01, -0.01, 0.01], [0.01, 0.00, 0.00], [0.00, 0.00, -0.01], [0.00, 0.01, -0.01], [-0.01, 0.00, -0.01], [0.00, -0.01, 0.01], [0.00, -0.01, -0.01], [0.00, -0.01, 0.00], [0.01, 0.01, -0.01], [0.01, 0.02, 0.00], [0.00, 0.01, 0.00], [0.01, 0.01, -0.01], [0.00, -0.01, -0.01]],
  "lowdin_charge": [1.15, -0.02, -0.34, 0.01, -0.05, 0.01, -0.02, -0.65, 0.04, -0.01, 0.02, -0.31, -0.02, -0.05, 0.03, -0.02, 0.01, -0.32, -0.02, -0.05, -0.03, -0.09, -0.01, -0.34, -0.03, 0.12, 0.09, 0.08, 0.08, 0.12, 0.13, 0.13, 0.12, 0.09, 0.09, 0.08, 0.12, 0.12, 0.09, 0.08, 0.09, 0.13, 0.11, 0.08, 0.08, 0.08]
}